Entry from the Open Molecules 2025 dataset: C28H21BrGeN2OV as an isolated structure at a distorted geometry (ωB97M-V/def2-TZVPD).

Calculated values
**<S²>**: 1.228
**Energy**: -186634.8450 eV
**Total charge**: +2
**2S+1**: 2
**LUMO level (alpha / beta)**: -7.3 / -8.2 eV
**HOMO-LUMO gap (alpha / beta)**: 6.834 / 6.092 eV

XYZ file:
```
55
Properties=species:S:1:pos:R:3:lowdin_spin:R:1
Br 5.864 4.237 0.044 0.0001
Ge -0.026 -2.736 -0.094 0.2173
V 0.050 -0.285 0.657 0.4425
O 1.674 -0.032 0.533 0.0161
N -0.123 1.777 0.550 0.0217
N -1.951 -0.053 1.072 0.0139
C -3.767 1.576 1.055 -0.0003
C -4.182 2.907 0.817 0.0024
C 2.271 2.233 0.394 0.0002
C -1.548 -4.470 3.389 0.0061
C 0.528 -2.720 2.784 0.0259
C 2.865 -3.063 -0.082 0.0146
C 1.694 -3.962 -1.999 0.0207
C -1.373 -4.053 2.078 0.0244
C -1.478 2.249 0.594 0.0036
C 1.677 -3.262 -0.792 0.0429
C 2.684 0.905 0.414 0.0043
C -2.412 1.247 0.918 0.0032
C 4.053 -3.587 -0.562 0.0005
C -2.844 -0.992 1.396 0.0085
C -3.268 3.852 0.452 -0.0001
C -4.197 -0.731 1.587 -0.0007
C -0.313 -3.194 1.767 0.0800
C 0.873 2.597 0.464 -0.0119
C 2.890 -4.486 -2.474 -0.0003
C 0.334 -3.132 4.095 -0.0008
C 4.947 1.561 0.190 -0.0037
C 4.569 2.897 0.188 -0.0005
C -4.660 0.545 1.416 0.0020
C -0.704 -4.003 4.393 0.0231
C 3.996 0.551 0.308 -0.0002
C 3.232 3.237 0.286 -0.0033
C -1.902 3.521 0.344 0.0024
C 4.064 -4.294 -1.761 0.0210
H -5.230 3.158 0.918 0.0001
H -0.858 -4.323 5.415 0.0012
H 1.360 -2.064 2.556 0.0024
H -1.207 4.296 0.050 0.0002
H -3.583 4.865 0.245 0.0000
H 0.997 -2.789 4.878 -0.0003
H 2.902 -5.044 -3.401 -0.0002
H -5.710 0.776 1.554 0.0001
H 4.994 -4.696 -2.140 0.0011
H -2.472 -1.996 1.522 0.0010
H 0.666 3.664 0.453 0.0001
H 4.971 -3.460 -0.002 -0.0002
H 0.782 -4.115 -2.562 0.0007
H 2.863 -2.531 0.862 0.0009
H -2.030 -4.426 1.300 0.0017
H 5.994 1.302 0.099 -0.0002
H 4.284 -0.492 0.306 0.0001
H -2.343 -5.164 3.629 0.0004
H -4.856 -1.544 1.854 0.0000
H -1.131 -3.334 -0.967 0.0154
H 2.932 4.278 0.276 -0.0001
```

Entry from the Open Molecules 2025 dataset: a 2-piece molecular cluster, C6H14O overall (ωB97M-V/def2-TZVPD).

Calculated values
**Relative energy (zero: lowest compared OMol25 entry of this formula, charge and spin)**: 137.3 kJ/mol
**Energy**: -8495.4694 eV
**LUMO level**: 0.9 eV
**HOMO-LUMO gap**: 10.500 eV

XYZ file:
```
21
Properties=species:S:1:pos:R:3:nbo_charge:R:1
O -1.855 1.458 2.758 -0.7185
C -0.942 0.764 0.673 -0.4086
C 1.030 -0.309 -2.253 -0.4056
C -0.043 0.153 -1.624 -0.1612
C 0.003 1.125 -0.478 -0.4428
C 1.114 -2.882 -0.261 -0.8632
C -0.933 1.836 1.752 -0.0509
H -0.269 2.120 -0.862 0.2109
H -1.833 2.128 3.450 0.4680
H -0.665 -0.200 1.122 0.2105
H 1.035 1.199 -0.106 0.2038
H 0.967 -1.056 -3.040 0.2040
H 1.855 -3.387 -0.885 0.2083
H 2.030 -0.040 -1.914 0.1920
H 0.204 -3.481 -0.187 0.2109
H -1.034 -0.202 -1.913 0.1962
H 0.895 -1.937 -0.732 0.2269
H 1.528 -2.694 0.733 0.2085
H -1.971 0.661 0.301 0.2050
H 0.087 1.936 2.160 0.1534
H -1.203 2.809 1.305 0.1525
```

Entry from the Open Molecules 2025 dataset: C49H43IrN3O4P2Si as an isolated structure at a distorted geometry (ωB97M-V/def2-TZVPD).

Calculated values
**Relative energy (zero: lowest compared OMol25 entry of this formula, charge and spin)**: 15.1 kJ/mol
**Energy**: -93463.2730 eV
**Total charge**: +1
**LUMO level**: -2.8 eV
**HOMO-LUMO gap**: 8.567 eV

XYZ file:
```
103
Properties=species:S:1:pos:R:3:lowdin_charge:R:1
Ir -0.428 0.259 0.191 0.8649
P 1.517 0.658 1.343 0.9649
P 0.494 -0.277 -1.771 0.9487
Si -0.029 -1.954 0.709 0.4671
O -1.364 2.271 1.195 -0.1213
O -0.417 2.550 -0.775 -0.0597
O 0.838 7.035 -2.152 0.0795
O 0.032 8.763 -1.157 0.0922
N 0.109 7.567 -1.339 -0.3491
N -3.362 0.754 0.417 0.0604
N -2.524 -0.058 -0.283 -0.0829
C 2.791 1.839 0.840 -0.3247
C -0.488 5.323 -0.540 0.0607
C 4.741 3.706 0.140 -0.0625
C -2.176 1.538 -4.319 -0.0564
C -0.101 0.467 3.560 -0.1003
C 2.443 3.166 0.578 -0.0980
C -0.770 0.900 4.694 -0.0607
C -1.499 1.500 -5.528 -0.0609
C -4.663 -0.574 -0.709 0.0340
C -2.851 -1.949 -1.896 0.0008
C -0.565 6.689 -0.362 -0.1245
C 5.091 2.385 0.368 -0.0676
C -1.842 6.429 1.631 -0.0382
C 3.411 4.092 0.231 -0.0513
C -0.308 0.484 -3.218 -0.3154
C 0.280 -2.867 -0.912 -0.3069
C 1.065 2.561 3.437 -0.0687
C -1.761 5.051 1.486 0.0035
C -3.326 -0.892 -0.964 -0.3250
C 2.092 -3.242 2.206 -0.0740
C 0.483 -2.079 -2.047 -0.3802
C 3.817 1.849 -2.713 -0.0626
C -0.524 2.167 5.202 -0.0674
C 0.502 -4.838 -2.295 -0.0550
C -1.238 7.263 0.703 0.0173
C -5.752 1.252 0.816 -0.0024
C -0.219 0.969 -5.583 -0.0572
C 2.521 1.513 -2.365 -0.0915
C 2.301 -0.872 1.918 -0.3534
C 0.806 1.302 2.905 -0.3287
C -0.962 3.016 0.245 -0.6206
C 0.378 0.471 -4.436 -0.0938
C 4.532 -0.412 -2.291 -0.0635
C 0.296 -4.253 -1.053 -0.0731
C 3.907 -2.062 3.252 -0.0557
C 0.689 -2.658 -3.295 -0.0617
C 4.122 1.451 0.703 -0.0911
C 2.221 0.195 -2.010 -0.3534
C 3.244 -3.252 2.975 -0.0578
C 1.597 -2.053 1.668 -0.2744
C -1.584 1.036 -3.169 -0.0989
C -4.647 0.485 0.177 -0.2756
C 3.231 -0.761 -1.952 -0.0696
C 3.433 -0.870 2.733 -0.0797
C -1.094 4.498 0.397 -0.1215
C -1.376 -2.835 1.668 -0.1730
C 4.818 0.884 -2.690 -0.0684
C 0.405 2.988 4.580 -0.0628
C 0.693 -4.039 -3.416 -0.0529
H 1.389 0.089 -4.495 0.1083
H 1.413 3.487 0.643 0.0856
H 0.624 3.966 4.988 0.1107
H 5.827 1.149 -2.979 0.1132
H 3.618 -4.184 3.380 0.1115
H -2.260 -2.978 1.043 0.0298
H 0.127 -4.889 -0.191 0.1060
H 0.831 -2.047 -4.176 0.1004
H -1.964 -2.454 -1.530 0.0463
H 4.786 -2.065 3.883 0.1122
H 3.932 0.059 2.980 0.1124
H 3.004 -1.784 -1.676 0.1114
H -5.687 1.196 1.903 0.0889
H 5.500 4.433 -0.121 0.1131
H -2.930 1.518 0.937 0.1192
H -1.682 -2.271 2.551 0.0254
H 1.569 -4.176 2.028 0.1031
H 4.046 2.865 -3.007 0.1171
H -2.615 -1.521 -2.874 0.0883
H -2.201 4.391 2.222 0.1204
H 1.734 2.257 -2.390 0.1147
H 1.794 3.214 2.980 0.0993
H -1.469 0.239 5.188 0.1102
H 0.325 0.952 -6.518 0.1122
H 0.033 4.905 -1.389 0.1307
H -5.718 2.303 0.527 0.0885
H 0.842 -4.493 -4.387 0.1119
H -2.367 6.857 2.474 0.1139
H -1.038 -3.818 2.006 0.0350
H 3.124 5.117 0.034 0.1129
H -5.529 -1.068 -1.113 0.1221
H -1.962 1.896 -6.422 0.1112
H -1.038 2.506 6.092 0.1090
H -1.274 8.339 0.793 0.1249
H -2.112 1.102 -2.231 0.0760
H -6.713 0.846 0.510 0.0865
H 0.502 -5.915 -2.395 0.1115
H -3.635 -2.691 -2.035 0.0959
H -0.268 -0.544 3.207 0.0742
H 6.122 2.070 0.273 0.1151
H -3.166 1.971 -4.263 0.1114
H 4.411 0.420 0.845 0.0978
H 5.314 -1.160 -2.264 0.1115
```